[1]
C2H3N3O3 | wB97M-V/def2-TZVPD

Structure (ORCA input):
```
! RIJCOSX wB97M-V def2-TZVPD def2/J DEFGRID3
* xyz 0 1
O 2.60912 0.06771 0.29334
O 0.64420 -1.08754 -0.01482
O -1.72053 1.27546 0.16082
N -1.54221 -1.27168 0.32655
N 0.48304 1.16544 -0.15715
N -0.62081 -0.73673 -0.61817
C -0.61488 0.68124 -0.26943
C 1.45200 0.09260 -0.08035
H -2.24851 -2.07968 -0.12652
H -1.63012 2.12078 0.50488
H -1.64664 -0.82832 1.34704
*
```

LUMO energy = 0.3 eV
SMILES = Nn1oc(=O)nc1O
gap between HOMO and LUMO = 0.3758 hartree

***

[2]
C22H35N3O3 | wB97M-V/def2-TZVPD

Structure (ORCA input):
```
! RIJCOSX wB97M-V def2-TZVPD def2/J DEFGRID3
* xyz 0 1
O 3.45199 4.39110 -1.37332
O -1.00426 -4.22539 2.28141
O 2.53378 7.00575 -3.02413
N 0.66477 -2.10688 -0.28398
N 2.61943 1.46308 -1.76015
N -3.21069 -4.05386 2.00694
C -1.95653 -3.55953 1.91504
C 3.39253 6.77503 -1.92479
C 3.27791 2.07333 -0.61350
C -0.50151 -2.83827 -0.70950
C 2.10674 4.17562 0.37952
C 0.60712 0.41492 -0.70288
C 3.12043 0.14337 -2.08770
C -3.42425 -5.37403 2.58422
C 0.70991 -2.00961 1.15726
C -4.46817 -3.38438 1.73501
C 2.97982 5.61803 -1.07039
C -0.56623 -1.44737 1.80566
C 2.92247 3.51775 -0.49601
C -1.83435 -2.16092 1.31965
C 1.24751 7.44180 -2.66551
C 1.10651 -0.98706 -1.09041
C -1.82701 -2.24333 -0.21479
C -5.51798 -4.48211 1.90795
C 2.14367 5.54024 0.00687
C 2.64228 -0.95389 -1.12912
C 1.17273 1.45267 -1.68320
C -4.89621 -5.37716 2.97706
H 0.86097 -3.02183 1.54368
H 1.29438 8.36865 -2.07929
H 3.03743 1.58550 0.34510
H 0.71794 7.62827 -3.59752
H 4.36865 6.56600 -2.36792
H -2.74098 -5.52170 3.42264
H 0.80001 1.23570 -2.68990
H 0.76013 -1.19028 -2.11231
H -1.95736 -1.23996 -0.62700
H 2.77093 -0.08867 -3.09937
H 1.62783 6.35026 0.48207
H -5.31986 -6.37862 2.98926
H 0.70883 6.68373 -2.08602
H -0.50729 -2.90196 -1.80057
H -5.63132 -5.03918 0.97725
H 1.56622 -1.40114 1.45167
H 3.03564 -0.76791 -0.12888
H 0.83451 2.45392 -1.40606
H -0.48240 0.46103 -0.73243
H -4.63585 -2.57771 2.46137
H 3.01466 -1.92411 -1.45769
H -3.20972 -6.14210 1.83226
H 0.93385 0.66028 0.30871
H -0.48102 -1.56075 2.88813
H -4.48828 -2.95495 0.73106
H 3.45333 7.68060 -1.30111
H -5.02536 -4.92872 3.96282
H -6.48774 -4.08154 2.19597
H -2.65197 -2.86401 -0.57102
H -2.70298 -1.57695 1.64487
H -0.40819 -3.85369 -0.30797
H -0.66814 -0.38354 1.58290
H 1.55297 3.74622 1.18987
H 4.35557 1.99026 -0.78257
H 4.21222 0.18000 -2.10918
*
```

LUMO energy = 0.7 eV
SMILES = COCc1ccc(CN2CCC(N3CCC(C(=O)N4CCCC4)CC3)CC2)o1
gap between HOMO and LUMO = 0.3090 hartree

***

[3]
C3H8FNO | wB97M-V/def2-TZVPD

Structure (ORCA input):
```
! RIJCOSX wB97M-V def2-TZVPD def2/J DEFGRID3
* xyz 0 1
F 1.72904 -0.45608 -0.92572
O -2.15669 -0.31661 -0.19133
N -0.08447 1.69443 -0.29027
C 0.21291 0.40826 0.52056
C -0.70121 -0.70943 0.07422
C 1.50583 -0.22110 0.42462
H 0.03567 0.68188 1.51865
H 2.13018 0.54165 1.00204
H 1.48842 -1.16670 0.91699
H -0.18981 -1.14128 -0.89374
H -0.77582 -1.43816 0.96146
H 0.47362 1.38381 -1.16963
H -2.37656 -0.70474 -1.33378
H -1.29112 1.44405 -0.61407
*
```

LUMO energy = 0.4 eV
gap between HOMO and LUMO = 0.3733 hartree

***

[4]
C9H12NSe | wB97M-V/def2-TZVPD

Structure (ORCA input):
```
! RIJCOSX wB97M-V def2-TZVPD def2/J DEFGRID3
* xyz 1 1
Se 0.54509 -1.84217 -1.15467
N -1.62160 0.14452 -1.55870
C 1.39145 1.20447 3.29261
C 0.81874 0.30408 0.69010
C 0.54801 -0.07819 -0.67078
C 1.07009 -0.14370 3.03332
C 1.17925 1.64789 0.93776
C 0.73458 -0.60449 1.79368
C -0.58266 -1.59796 -2.73603
C 1.52092 2.11297 2.21292
C -1.94761 -1.09868 -2.20791
H 0.22747 -1.52663 1.84522
H 1.00511 -0.95711 3.87508
H -2.60075 -1.13774 -3.23015
H 1.18817 2.31404 0.03018
H -2.50964 -1.88868 -1.62064
H -0.68200 -2.55625 -3.26179
H 1.76439 3.11024 2.43048
H -0.19173 -0.74350 -3.32009
H 1.47317 1.57623 4.37821
H 0.71056 0.55205 -1.46184
H -2.47204 0.37703 -1.06028
H -1.56898 0.83156 -2.23669
*
```

LUMO energy (alpha / beta) = -5.1 / -5.1 eV
gap between HOMO and LUMO (alpha / beta) = 0.2854 / 0.2854 hartree

***

no.,electronic energy (Eh)
1,-467.8662
2,-1249.2629
3,-348.8291
4,-2806.0024